# C41H41ClF15InNO33

A structure of composition C41H41ClF15InNO33 at a distorted geometry (the ωB97M-V functional and the def2-TZVPD basis, the Open Molecules 2025 dataset).

Summary:
Kohn-Sham gap (eV): 5.93
LUMO energy (Ha): 0.04851
HOMO (eV): -4.61
F_max (eV Å⁻¹): 1.04
Net charge: -1

```
133
Properties=species:S:1:pos:R:3:mulliken_charge:R:1
C -7.0531 4.2435 2.2898 -0.4561
O -6.0705 4.9982 1.6294 -0.3691
C -5.1325 4.1210 0.9996 -0.9299
In -5.7596 3.5262 -1.0418 1.0594
Cl -7.3343 1.6453 -1.0090 -0.5572
C -6.8339 5.1933 -2.0805 -0.7947
O -8.2845 5.1459 -1.9304 -0.1595
N -8.8071 4.2323 -2.8149 0.2605
O -9.8774 4.5628 -3.1808 -0.4591
C -3.8434 3.0598 -2.1545 0.1919
F -2.9235 4.0728 -1.8637 -0.2519
F -4.0196 3.0917 -3.5351 -0.3462
C -3.1907 1.7505 -1.8156 0.2639
C -3.9178 0.5691 -1.8636 -0.7667
C -3.3199 -0.6503 -1.5697 -1.3752
C -1.9780 -0.6992 -1.2222 -0.5443
C -1.2499 0.4863 -1.1702 0.4147
C 0.1907 0.4017 -0.7854 0.6226
F 0.9509 -0.2149 -1.7211 -0.1955
F 0.3592 -0.3281 0.3559 -0.2048
F 0.7592 1.6060 -0.5636 -0.2819
C -1.8456 1.6991 -1.4644 -0.1630
H -7.8961 4.8974 2.5065 0.2832
H -6.6803 3.8656 3.2462 0.0366
H -7.3841 3.3859 1.6985 0.2473
H -4.9689 3.2106 1.5781 0.2926
H -4.1736 4.6197 0.8903 0.3898
H -6.6410 5.1676 -3.1511 0.3264
H -6.5143 6.1590 -1.7063 0.3477
H -4.9631 0.5878 -2.1369 0.4894
H -3.9057 -1.5529 -1.6088 0.4222
H -1.5183 -1.6485 -0.9878 0.6572
H -1.2548 2.5995 -1.4338 0.5886
C 1.9962 -2.8037 0.8783 0.2410
C 0.9949 -3.9049 1.1485 0.3023
O 1.8296 -5.0525 1.2298 -0.2849
C 3.0532 -4.6372 1.6543 0.5195
O 3.9038 -5.3610 2.0609 -0.5136
O 3.1655 -3.3019 1.5514 -0.3377
F 0.1276 -4.0574 0.1187 -0.2192
H 2.2043 -2.7074 -0.1890 0.0361
H 1.6934 -1.8434 1.2742 0.0681
H 0.4326 -3.7966 2.0760 0.2259
C 0.8495 -5.8809 -2.7766 0.0113
C 1.7560 -5.1405 -3.7270 0.4283
O 1.2256 -5.4935 -4.9895 -0.3399
C -0.1023 -5.7493 -4.8145 0.6491
O -0.8928 -5.8267 -5.6933 -0.5409
O -0.3851 -5.8938 -3.5008 -0.3252
F 3.0452 -5.5732 -3.6474 -0.2327
H 1.1903 -6.9047 -2.6128 0.2483
H 0.7319 -5.3861 -1.8175 -0.1159
H 1.7382 -4.0561 -3.6075 0.1975
C -4.5663 5.4699 6.1896 -0.5287
C -3.5631 4.6289 6.9471 0.6542
O -3.9999 3.3160 6.6764 -0.3083
C -4.6201 3.3483 5.4529 0.6375
O -4.8703 2.3890 4.8124 -0.4866
O -4.8909 4.6227 5.0881 -0.2161
F -3.6181 4.8430 8.2935 -0.3668
H -5.4612 5.6647 6.7835 0.2770
H -4.1550 6.4120 5.8378 0.3129
H -2.5327 4.7506 6.6087 0.0025
C -2.1363 -1.3511 -6.5261 -0.4148
C -1.7770 -2.5066 -5.6154 0.2483
O -2.4946 -2.1946 -4.4424 -0.1629
C -3.5947 -1.4656 -4.8074 0.6081
O -4.5184 -1.2652 -4.1027 -0.5220
O -3.4550 -1.0252 -6.0805 -0.3448
F -0.4452 -2.5492 -5.3251 -0.2704
H -1.4734 -0.4992 -6.3650 0.2798
H -2.1414 -1.6159 -7.5795 0.3022
H -2.0834 -3.4870 -5.9776 0.2666
C 5.2233 -1.8944 -5.8779 -0.5296
C 5.7034 -3.1232 -5.1330 0.3158
O 5.1452 -2.9220 -3.8443 -0.0542
C 4.0095 -2.1796 -4.0013 0.3540
O 3.1795 -2.0641 -3.1653 -0.4150
O 3.9761 -1.6248 -5.2263 -0.2753
F 7.0519 -3.1688 -5.0289 -0.3103
H 5.9020 -1.0536 -5.7313 0.3032
H 5.0734 -2.0612 -6.9401 0.2957
H 5.3449 -4.0718 -5.5360 0.2894
C -0.2601 1.7329 8.5070 -0.5017
C -0.8648 1.2445 7.2080 0.3446
O -1.0649 2.4580 6.4973 -0.2038
C -0.1303 3.3406 6.9352 0.6576
O 0.1502 4.3522 6.3818 -0.5316
O 0.4369 2.9092 8.0824 -0.3737
F -2.0512 0.6330 7.4031 -0.2737
H -1.0366 2.0035 9.2234 0.3082
H 0.4258 1.0236 8.9608 0.3058
H -0.2189 0.5910 6.6194 0.2677
C 6.4101 -5.7869 -1.0649 -0.1396
C 7.1843 -4.5482 -1.4604 0.7475
O 8.2039 -5.0801 -2.2861 -0.3332
C 7.7203 -6.2205 -2.8545 0.6742
O 8.2057 -6.7731 -3.7808 -0.5140
O 6.5985 -6.6243 -2.2109 -0.3328
F 7.7470 -3.9355 -0.3894 -0.2980
H 6.8468 -6.2622 -0.1856 0.2384
H 5.3542 -5.6017 -0.8901 0.0895
H 6.6057 -3.8189 -2.0258 -0.0910
C -0.2695 5.1891 -3.4111 -0.1733
C 0.5036 6.3411 -4.0127 0.3495
O 1.4172 5.6797 -4.8684 -0.3458
C 0.8401 4.5023 -5.2538 0.6061
O 1.2220 3.8348 -6.1547 -0.5343
O -0.2200 4.2232 -4.4700 -0.2216
F 1.1961 7.0452 -3.0821 -0.2886
H 0.2340 4.7882 -2.5303 0.1289
H -1.2957 5.4342 -3.1549 0.1779
H -0.0998 7.0353 -4.5996 0.2844
C 0.9367 3.5442 2.9864 -0.4121
C 0.2686 2.2160 2.6985 1.2414
O -1.0658 2.4645 3.0715 -0.2617
C -1.3047 3.8019 2.9037 0.7974
O -2.3739 4.2983 2.8779 -0.5507
O -0.1282 4.4654 2.7578 -0.3675
F 0.7718 1.2114 3.4722 -0.3332
H 1.2568 3.6148 4.0275 0.1822
H 1.7791 3.7546 2.3328 0.3397
H 0.3010 1.9038 1.6537 -0.6483
C 5.7431 -4.8032 4.3556 -0.3632
C 6.8924 -5.1320 5.2827 0.3552
O 7.0616 -3.9226 5.9982 -0.3211
C 5.8514 -3.2916 6.0337 0.6336
O 5.5811 -2.3952 6.7567 -0.5117
O 5.0098 -3.8477 5.1341 -0.2865
F 8.0346 -5.4172 4.6097 -0.2796
H 6.0900 -4.3353 3.4351 0.2339
H 5.1237 -5.6565 4.1080 0.2734
H 6.6918 -5.9397 5.9889 0.2579
```



# C41H41FP2V

A structure of composition C41H41FP2V at a distorted geometry (the ωB97M-V functional and the def2-TZVPD basis, the Open Molecules 2025 dataset).

Summary:
Kohn-Sham gap (alpha / beta) (eV): 5.37 / 6.42
LUMO energy (alpha / beta) (Ha): 0.00204 / 0.00348
Multiplicity: 4
Energy above the lowest of the compared OMol25 structures with the same formula, charge and spin (kcal per mole): 21.1
HOMO (alpha / beta) (eV): -5.31 / -6.33
F_max (eV Å⁻¹): 3.61
Net charge: 0

```
86
Properties=species:S:1:pos:R:3:mulliken_spin:R:1
V -0.5913 0.6710 0.0530 2.3630
C -2.0512 0.9636 -3.1681 -0.0196
C -1.8689 -0.3255 -2.8065 0.0203
C -1.0503 -1.3416 -3.5270 0.0024
C 0.2688 -0.7878 -4.1192 0.0047
C 1.0276 0.0605 -3.1594 0.0897
C 0.7602 1.3536 -2.8899 0.1458
C 0.0397 2.2359 -3.8728 0.0285
C -1.3876 1.7494 -4.2667 0.0133
C 1.8745 0.2653 2.4603 0.0524
H -2.9150 1.5257 -2.7460 -0.0070
H -2.5747 -0.7746 -2.0839 0.0076
H -1.6575 -1.8282 -4.3080 0.0006
H -0.8073 -2.1478 -2.8262 0.0001
H 0.8942 -1.6353 -4.4175 -0.0007
H 0.0324 -0.2973 -5.0666 0.0013
H 1.9173 -0.4102 -2.7472 -0.0152
H 1.2715 1.9115 -2.1050 -0.1103
H 0.6342 2.3392 -4.8009 0.0000
H -0.0709 3.2602 -3.4781 0.0031
H -2.0316 2.6291 -4.4714 -0.0003
H -1.3852 1.2074 -5.2270 0.0018
H 1.0303 0.9503 2.3214 -0.0025
H 2.5373 0.7433 3.1788 0.0039
H 1.4872 -0.6652 2.8706 0.0020
P -1.1071 -1.5226 0.6012 -0.0744
P 2.6558 0.0310 0.8942 -0.0059
C 0.5234 -1.6428 -0.0692 0.2055
C 1.3012 -0.4358 -0.2138 -0.1596
C -2.2639 -2.8630 0.7655 0.0337
C -2.5790 -3.6288 -0.3852 -0.0091
C -3.4890 -4.6817 -0.3059 0.0069
C -4.1239 -4.9845 0.9040 -0.0095
C -3.8818 -4.1896 2.0319 0.0063
C -2.9860 -3.1265 1.9674 -0.0029
C -2.4060 0.7339 -0.5225 -0.2708
C -1.8895 2.0726 -0.7704 0.1031
C -2.7441 3.1451 -0.4654 0.0154
C -4.0181 2.8350 0.0011 0.0460
C -4.4614 1.5367 0.2610 -0.0163
C -3.6231 0.4439 0.0504 0.1263
C 4.0004 -1.1314 1.0283 0.0005
C 3.7849 -2.4505 1.4801 0.0080
C 4.8723 -3.3081 1.6501 0.0017
C 6.1669 -2.8692 1.3660 0.0019
C 6.3789 -1.5694 0.9092 -0.0006
C 5.3044 -0.6978 0.7429 0.0001
C 3.1671 1.6833 0.4225 0.0057
C 2.9387 2.8240 1.2185 -0.0217
C 3.1078 4.0939 0.6665 -0.0269
C 3.5138 4.2442 -0.6578 0.0093
C 3.8369 3.1135 -1.4181 -0.0064
C 3.6996 1.8356 -0.8659 0.0429
H 0.7913 -2.6128 -0.5003 0.0005
H 0.9235 0.3626 -0.9191 0.3360
H -2.0916 -3.3741 -1.3278 -0.0001
H -3.7124 -5.2807 -1.1899 0.0000
H -4.8092 -5.8294 0.9663 -0.0006
H -4.4005 -4.4170 2.9654 0.0001
H -2.8316 -2.4911 2.8382 -0.0011
H -0.9329 2.2426 -1.3158 0.0021
H -2.4030 4.1699 -0.6528 -0.0011
H -4.6988 3.6482 0.2221 0.0059
H -5.4465 1.3862 0.6769 -0.0026
H -3.8892 -0.5537 0.3846 0.0058
H 2.7733 -2.7819 1.7279 -0.0036
H 4.7138 -4.3173 2.0274 0.0002
H 7.0107 -3.5423 1.4872 0.0002
H 7.3828 -1.2127 0.6967 0.0000
H 5.4623 0.3370 0.4366 0.0025
H 2.6323 2.7354 2.2633 0.0073
H 2.9140 4.9764 1.2790 0.0012
H 3.5870 5.2379 -1.0984 0.0006
H 4.1797 3.2147 -2.4459 -0.0001
H 4.0254 0.9521 -1.4192 0.0021
F -3.0534 0.5562 6.1847 0.0007
C -2.4715 0.5661 4.9374 0.0114
C -2.7563 1.5984 4.0483 -0.0114
C -2.1253 1.5937 2.7821 0.0144
C -1.3450 0.5257 2.3388 -0.0951
C -1.1698 -0.5423 3.2369 0.1403
C -1.6318 -0.4830 4.5649 -0.0056
H -3.4116 2.4188 4.3446 -0.0005
H -2.2753 2.4737 2.1519 -0.0130
H -0.6644 -1.4666 2.9273 0.0094
H -1.3385 -1.2346 5.2971 -0.0001
```